# 1
{"formula": "C6H13NO", "method": "ωB97M-V/def2-TZVPD", "homo_energy_ev": -9.2, "e_above_lowest_kcal_mol": 32.03, "homo_lumo_gap_ha": 0.369, "e_tot_ev": -9969.785, "species": ["C", "C", "C", "C", "N", "C", "C", "O", "H", "H", "H", "H", "H", "H", "H", "H", "H", "H", "H", "H", "H"], "positions_angstrom": [[0.92, 0.33, 0.38], [1.09, 0.40, 1.90], [0.34, 1.57, 2.55], [0.02, -0.81, -0.07], [-0.71, -0.67, -1.24], [-0.68, 0.48, -2.12], [-1.05, -1.99, -1.81], [-0.15, -1.79, 0.63], [0.56, 1.27, -0.05], [1.89, 0.24, -0.11], [0.82, -0.58, 2.27], [2.16, 0.47, 2.11], [0.90, 1.84, 3.44], [0.17, 2.36, 1.82], [-0.55, 1.25, 3.10], [-1.72, 0.75, -2.31], [-0.19, 1.31, -1.65], [-0.09, 0.37, -3.04], [-1.92, -2.35, -1.24], [-1.65, -1.85, -2.72], [-0.16, -2.60, -1.84]], "nbo_charge": [-0.50, -0.41, -0.62, 0.69, -0.45, -0.40, -0.42, -0.62, 0.20, 0.23, 0.24, 0.20, 0.21, 0.20, 0.22, 0.20, 0.21, 0.19, 0.22, 0.20, 0.21]}

# 2
{"formula": "F6H24O12P", "method": "ωB97M-V/def2-TZVPD", "homo_energy_ev": -8.1, "total_charge": -1, "e_above_lowest_kcal_mol": 34.96, "homo_lumo_gap_ha": 0.379, "e_tot_ev": -50562.989, "species": ["P", "F", "F", "F", "F", "F", "F", "O", "H", "H", "O", "H", "H", "O", "H", "H", "O", "H", "H", "O", "H", "H", "O", "H", "H", "O", "H", "H", "O", "H", "H", "O", "H", "H", "O", "H", "H", "O", "H", "H", "O", "H", "H"], "positions_angstrom": [[0.32, 0.04, 0.04], [-0.01, 0.67, -1.41], [-0.66, -1.16, -0.35], [1.55, -0.88, -0.60], [0.50, -0.72, 1.49], [1.30, 1.27, 0.52], [-0.87, 0.92, 0.75], [-1.61, -3.81, 1.79], [-2.50, -4.13, 1.63], [-1.44, -3.21, 1.07], [-3.63, -0.04, 1.32], [-2.97, 0.32, 0.73], [-3.51, 0.47, 2.13], [-2.78, 2.75, 0.02], [-2.64, 3.39, 0.71], [-1.95, 2.27, -0.03], [-0.84, 0.33, 3.73], [-1.78, 0.49, 3.85], [-0.69, 0.51, 2.80], [1.31, 3.53, -1.61], [2.00, 4.04, -1.19], [0.99, 2.95, -0.92], [0.48, -3.18, -1.75], [0.03, -2.45, -1.34], [1.39, -2.90, -1.82], [2.86, 0.51, 2.76], [3.12, 1.43, 2.74], [2.00, 0.49, 2.34], [-2.27, -0.93, -3.13], [-2.98, -0.35, -3.40], [-1.69, -0.37, -2.61], [0.96, 2.33, -4.24], [0.94, 2.39, -3.29], [1.41, 3.13, -4.52], [3.66, -2.30, 2.28], [2.84, -2.23, 1.79], [3.86, -1.40, 2.53], [4.95, 1.22, 0.69], [5.42, 1.40, -0.13], [4.10, 0.88, 0.41], [-3.77, -2.84, -1.66], [-4.17, -2.77, -2.52], [-3.20, -2.07, -1.60]], "nbo_charge": [2.60, -0.59, -0.59, -0.59, -0.59, -0.59, -0.62, -0.94, 0.46, 0.48, -0.93, 0.48, 0.45, -0.95, 0.46, 0.48, -0.94, 0.45, 0.48, -0.96, 0.47, 0.49, -0.96, 0.48, 0.46, -0.96, 0.47, 0.49, -0.95, 0.46, 0.49, -0.95, 0.49, 0.46, -0.96, 0.47, 0.49, -0.95, 0.46, 0.48, -0.95, 0.46, 0.49]}

# 3
{"formula": "C18H21ClN4O4S", "method": "ωB97M-V/def2-TZVPD", "homo_energy_ev": -8.5, "e_above_lowest_kcal_mol": 48.99, "homo_lumo_gap_ha": 0.331, "e_tot_ev": -56515.145, "species": ["O", "C", "N", "H", "C", "C", "N", "N", "C", "O", "S", "C", "C", "O", "N", "C", "H", "C", "C", "C", "C", "H", "H", "H", "H", "H", "H", "H", "H", "H", "H", "H", "H", "H", "C", "O", "C", "C", "C", "C", "C", "C", "H", "H", "Cl", "H", "H", "H", "H"], "positions_angstrom": [[3.43, 4.09, -0.95], [3.30, 2.99, -1.43], [2.12, 2.48, -1.86], [2.10, 1.52, -2.17], [0.85, 2.99, -1.38], [0.20, 1.91, -0.58], [0.22, 0.65, -0.87], [-0.46, 0.00, 0.09], [-0.86, 0.90, 0.93], [-0.48, 2.15, 0.56], [-1.85, 0.71, 2.33], [-1.66, -1.08, 2.67], [-1.52, -2.03, 1.48], [-0.53, -2.72, 1.42], [-2.55, -2.14, 0.62], [-3.79, -1.40, 0.63], [-3.88, -0.79, 1.54], [-3.90, -0.50, -0.61], [-3.74, -1.34, -1.87], [-2.43, -2.13, -1.81], [-2.40, -2.98, -0.55], [-1.45, -3.51, -0.45], [-3.22, -3.71, -0.56], [-2.33, -2.76, -2.69], [-1.59, -1.43, -1.78], [-3.76, -0.70, -2.75], [-4.58, -2.04, -1.95], [-4.86, 0.01, -0.60], [-3.11, 0.25, -0.57], [-4.61, -2.12, 0.62], [-0.75, -1.19, 3.26], [-2.53, -1.33, 3.28], [1.04, 3.87, -0.76], [0.21, 3.27, -2.22], [4.45, 2.00, -1.62], [4.05, 0.68, -1.30], [3.52, 0.47, -0.05], [3.60, 1.36, 1.01], [3.02, 1.06, 2.22], [2.34, -0.14, 2.37], [2.24, -1.04, 1.33], [2.83, -0.74, 0.12], [2.76, -1.42, -0.71], [1.67, -1.96, 1.44], [1.62, -0.50, 3.91], [3.08, 1.75, 3.04], [4.12, 2.31, 0.91], [4.75, 1.97, -2.67], [5.31, 2.32, -1.02]], "nbo_charge": [-0.61, 0.66, -0.61, 0.42, -0.28, 0.45, -0.30, -0.33, 0.28, -0.41, 0.30, -0.62, 0.71, -0.64, -0.44, -0.21, 0.21, -0.41, -0.40, -0.41, -0.22, 0.25, 0.18, 0.21, 0.22, 0.21, 0.19, 0.21, 0.20, 0.19, 0.27, 0.25, 0.26, 0.22, -0.16, -0.50, 0.28, -0.31, -0.20, -0.08, -0.22, -0.19, 0.23, 0.27, -0.01, 0.23, 0.24, 0.22, 0.20]}

# 4
{"formula": "C5H10", "method": "ωB97M-V/def2-TZVPD", "homo_energy_ev": -8.7, "e_above_lowest_kcal_mol": 91.22, "homo_lumo_gap_ha": 0.365, "e_tot_ev": -5343.310, "species": ["C", "C", "C", "C", "C", "H", "H", "H", "H", "H", "H", "H", "H", "H", "H"], "positions_angstrom": [[2.41, -0.34, -0.06], [1.27, 0.58, -0.01], [-0.04, -0.08, 0.02], [-1.31, 0.52, -0.10], [-2.58, -0.24, -0.06], [2.57, -0.89, 0.80], [3.24, 0.18, -0.11], [2.28, -1.22, -0.98], [1.33, 1.26, -0.76], [1.34, 1.29, 0.94], [-0.20, -1.16, 0.28], [-1.33, 1.46, -0.14], [-2.47, -1.12, 0.12], [-3.28, -0.08, 0.83], [-3.24, -0.16, -0.78]], "nbo_charge": [-0.55, -0.46, -0.17, -0.15, -0.61, 0.20, 0.20, 0.18, 0.21, 0.20, 0.19, 0.16, 0.19, 0.20, 0.21]}

| no. | F_max (eV Å⁻¹) |
| --- | --- |
| 1 | 2.9 |
| 2 | 2.1 |
| 3 | 1.7 |
| 4 | 11.0 |